{
  "formula": "C5H14NO",
  "method": "ωB97M-V/def2-TZVPD",
  "homo_ev": -14.0,
  "total_charge": 1,
  "gap_ev": 10.65,
  "e_lumo_ev": -3.33,
  "total_energy_ha": -328.6016,
  "symbols": ["C", "C", "C", "C", "C", "N", "H", "H", "H", "H", "H", "H", "H", "H", "H", "H", "H", "H", "H", "H", "O"],
  "xyz": [[-2.861098, 1.662540, -1.609422], [-1.439293, 1.234088, -2.067181], [-0.898582, 0.042884, -1.155060], [-0.027890, 0.410292, 0.025903], [0.427892, -0.585516, 0.769771], [1.487418, -0.414646, 1.740714], [-2.909265, 1.590240, -0.559791], [-2.911010, 2.734729, -1.794807], [-3.662853, 1.095409, -2.115372], [-1.554122, 0.753026, -3.086638], [-0.668566, 1.961451, -2.151635], [-1.850360, -0.437125, -0.965526], [-0.238149, -0.766783, -1.753116], [0.160762, 1.463462, 0.132933], [-0.011695, -1.595400, 0.792383], [1.313128, 0.468024, 2.270368], [1.341522, -1.128612, 2.513523], [2.464141, -0.514886, 1.512862], [4.452431, -2.415475, 3.049229], [3.767166, -3.117901, 1.891367], [3.618424, -2.439801, 2.559496]],
  "forces_ev_per_a": [[1.445, 0.821, -1.255], [-0.406, -3.129, -0.650], [0.625, -0.718, -2.328], [-1.169, -1.013, -0.670], [-0.411, -0.310, -0.528], [-1.444, 0.001, 3.935], [-0.427, -0.367, 1.408], [-0.642, -0.026, -0.333], [0.466, 0.388, 0.364], [0.319, 0.749, 0.984], [0.237, 1.108, -0.018], [0.163, -0.687, 0.887], [-1.604, 1.993, 0.987], [0.732, 0.239, 0.225], [0.572, 0.543, -0.521], [0.651, -0.364, -0.653], [0.474, 0.652, -1.021], [0.580, -0.052, -0.700], [-0.206, 0.059, 0.015], [-0.039, -0.082, 0.012], [0.084, 0.196, -0.140]]
}